Record 1
107
Properties=species:S:1:pos:R:3:forces:R:3 method="wB97M-V/def2-TZVPD" lumo_energy_ev="0.0 / -0.4" homo_ev="-7.8925 / -8.7358" multiplicity=2
Y 0.13260 -0.38647 -0.44535 0.07 0.78 0.06
C -4.05882 -2.46609 -0.09447 -0.02 -0.10 -0.03
C -3.22564 -1.35416 -0.09910 0.07 0.09 0.05
N -1.94435 -1.70915 -0.00511 0.09 -0.11 -0.01
N -1.93743 -3.06815 0.05203 -0.15 0.12 -0.05
C -3.19207 -3.53841 -0.00577 0.15 0.05 -0.02
B -0.56624 -3.77349 0.15194 0.01 -0.08 0.05
N 0.23923 -3.60184 -1.15427 0.00 0.05 -0.03
C 0.58704 -4.55312 -2.03355 0.02 -0.07 0.09
C 1.32968 -3.96384 -3.03771 0.04 0.00 -0.05
C 1.38384 -2.61626 -2.68042 0.04 0.03 0.06
N 0.71625 -2.40669 -1.55207 -0.04 -0.25 -0.12
N 0.18892 -3.11362 1.32827 0.13 -0.11 -0.09
C -0.06651 -3.38491 2.62985 -0.11 0.00 0.00
C 1.01559 -2.99095 3.37327 -0.01 0.01 0.03
C 1.90962 -2.46943 2.42347 0.02 0.10 0.02
N 1.41645 -2.53520 1.19647 -0.12 0.00 0.02
N -0.67063 -5.27800 0.42791 -0.03 -0.08 -0.05
C 0.29956 -6.00902 1.03106 0.07 0.01 0.04
C 0.03459 -7.33829 0.80758 0.02 0.04 0.07
C -1.13957 -7.32523 0.03192 -0.05 0.01 -0.06
N -1.54951 -6.09063 -0.21060 -0.03 0.06 0.06
H -5.13455 -2.49065 -0.14867 0.07 0.00 0.00
H -3.49352 -0.31386 -0.14908 -0.03 -0.06 0.06
H -3.36346 -4.59802 0.00559 -0.02 -0.10 0.01
H 0.28664 -5.57790 -1.87764 0.04 0.07 -0.05
H 1.78484 -4.44730 -3.88646 -0.03 0.03 0.06
H 1.88541 -1.78980 -3.16001 -0.02 -0.07 -0.01
H -0.98575 -3.87241 2.92004 0.05 0.05 -0.02
H 1.14006 -3.05311 4.44153 0.01 0.03 -0.06
H 2.88012 -2.02981 2.59925 -0.03 -0.03 -0.01
H 1.10409 -5.52756 1.56835 -0.06 -0.07 -0.06
H 0.59613 -8.18656 1.16506 -0.05 0.06 -0.04
H -1.70389 -8.16227 -0.35603 0.05 0.08 0.02
C -2.74117 3.09851 4.48055 -0.04 0.14 0.05
Si -2.11531 1.78327 3.29386 0.24 -0.12 -0.06
C -3.62498 0.94162 2.58368 -0.17 0.05 0.03
C -1.10408 0.52558 4.21584 -0.27 -0.05 0.21
C -1.14192 2.65821 1.93550 -0.10 0.10 -0.13
C -1.70893 2.63984 0.57938 0.07 -0.09 0.03
C -2.31208 3.82198 0.11171 -0.02 0.01 -0.02
C -2.99485 3.84442 -1.08421 0.01 0.02 0.02
C -3.08374 2.67252 -1.82189 -0.04 0.02 -0.02
C -2.44966 1.55663 -1.32407 0.09 -0.01 0.12
N -1.75323 1.51342 -0.17609 -0.05 0.12 0.12
Si 0.11805 3.98428 2.39963 -0.13 -0.15 -0.12
C -0.69825 5.68518 2.43957 0.05 0.15 0.04
C 1.47867 4.06515 1.12229 0.04 0.05 -0.08
C 0.83080 3.69496 4.09713 0.02 0.03 0.15
H -3.34851 2.61559 5.25320 0.03 0.03 -0.04
H -3.37743 3.82579 3.96618 0.03 -0.03 0.04
H -1.93851 3.64355 4.98357 -0.13 -0.05 -0.06
H -4.30891 0.71482 3.40862 0.01 0.01 -0.06
H -3.36588 -0.00271 2.11115 0.03 -0.05 -0.06
H -4.16842 1.55966 1.86111 0.04 -0.04 0.04
H -1.75748 0.08715 4.98068 0.04 -0.02 -0.02
H -0.22179 0.94411 4.70126 -0.20 -0.05 -0.04
H -0.75066 -0.26972 3.55536 -0.06 0.07 0.08
H -2.26542 4.70833 0.72747 -0.01 -0.05 -0.03
H -3.46437 4.75964 -1.42483 0.00 -0.03 0.00
H -3.63264 2.61116 -2.75179 0.01 0.03 0.02
H -2.50395 0.62520 -1.86867 0.02 0.01 -0.06
H -0.85513 6.11062 1.44525 0.01 -0.04 0.04
H -0.01713 6.36123 2.96858 -0.06 -0.02 -0.01
H -1.65076 5.69333 2.97635 0.05 -0.03 -0.02
H 1.06200 4.16554 0.11605 0.00 -0.01 0.06
H 2.09549 3.16535 1.12756 -0.04 0.04 0.03
H 2.12355 4.92723 1.32029 -0.01 -0.04 0.00
H 0.08236 3.83621 4.88213 0.12 -0.02 -0.07
H 1.61580 4.44109 4.26487 -0.02 -0.07 -0.01
H 1.26809 2.70287 4.21440 0.02 0.01 -0.04
Cl 4.53621 0.68368 2.88509 -0.03 0.01 -0.02
C 3.21909 0.56840 1.69521 0.12 -0.09 0.06
C 1.82254 0.49396 2.30929 -0.10 0.12 -0.14
O 1.62770 0.43818 3.50161 0.44 0.10 -0.20
O 0.90990 0.49233 1.38125 -0.07 -0.16 0.04
H 3.37554 -0.33801 1.11343 0.02 -0.05 0.00
H 3.29703 1.42337 1.02713 -0.03 0.01 0.06
C 6.01455 0.25345 -1.54729 -0.06 0.05 0.01
N 4.63729 0.73889 -1.57655 0.07 0.05 0.00
C 4.36493 2.06601 -1.64246 0.00 -0.11 -0.04
C 3.10493 2.54580 -1.57996 0.06 -0.03 0.00
C 2.05757 1.57989 -1.41063 -0.08 -0.10 0.04
O 0.83122 1.90223 -1.29778 -0.03 -0.19 0.07
N 2.33107 0.26759 -1.34755 0.21 -0.11 -0.11
C 3.61377 -0.21515 -1.39362 -0.02 -0.09 0.13
O 3.91232 -1.38771 -1.26118 -0.06 0.22 -0.08
H 6.65711 0.99284 -2.02113 0.00 0.01 0.02
H 6.07154 -0.68656 -2.08629 -0.01 -0.01 -0.01
H 6.34114 0.08403 -0.52019 -0.02 -0.02 -0.02
H 5.22874 2.71050 -1.74467 -0.02 0.02 0.01
H 2.88601 3.60122 -1.60574 0.01 -0.02 -0.01
C -0.52228 0.75692 -6.53701 0.00 -0.01 -0.05
N -0.60225 0.04423 -5.28556 0.04 -0.05 0.07
C -1.26210 -1.23034 -5.09523 0.02 -0.02 -0.04
C -1.28509 -1.33676 -3.57128 -0.03 0.09 0.03
O -1.83467 -2.21515 -2.95904 0.02 0.02 -0.03
N -0.61827 -0.23627 -3.03521 -0.16 -0.12 0.13
C -0.33515 0.56283 -4.06716 0.02 0.02 0.03
N 0.14636 1.79202 -3.92020 -0.02 -0.04 0.01
H -0.55186 0.03704 -7.35214 -0.02 -0.01 0.02
H 0.42620 1.29026 -6.62197 -0.01 0.00 0.02
H -1.34475 1.46615 -6.67148 0.00 -0.01 0.02
H -0.70038 -2.06513 -5.51926 -0.01 0.01 -0.01
H -2.28037 -1.24164 -5.48984 0.02 0.02 0.00
H 0.33861 2.11184 -2.96714 0.02 -0.01 0.02
H 0.36747 2.35966 -4.71437 0.00 0.04 -0.05


Record 2
43
Properties=species:S:1:pos:R:3:forces:R:3 method="wB97M-V/def2-TZVPD" lumo_energy_ev=-0.6 homo_ev=-7.8899
Cs 1.48401 -3.52639 -1.92040 -0.27 0.44 0.29
Cs -3.05966 0.93123 -2.47586 0.07 0.29 -0.04
S -0.11597 -0.39826 -1.71780 -0.48 2.55 -1.24
O -1.38781 -1.09032 -1.98738 -1.33 -1.46 -0.14
O 0.66258 -0.33449 -2.93606 1.07 -0.85 -1.09
O -0.45332 0.99252 -1.33524 -0.39 0.34 0.77
O 0.59130 -1.09553 -0.66737 0.57 -1.22 1.23
C -1.65571 5.86778 -2.71227 0.83 -1.33 -0.61
C -0.58416 5.23488 -1.76494 -0.77 2.47 -2.18
O 0.62373 5.27982 -1.92860 -0.64 -0.08 -0.18
N -1.18234 4.72519 -0.71848 1.23 -1.81 2.66
C -0.32662 4.03576 0.27331 -1.19 -0.82 -0.04
H -1.27981 6.71426 -3.28696 -0.22 0.18 0.49
H -2.63810 5.95107 -2.24742 0.24 0.75 0.24
H -1.85328 5.10029 -3.46061 0.20 -0.18 -0.35
H -2.17213 4.64642 -0.53349 0.34 0.40 -0.60
H -0.09018 4.69119 1.11153 -0.12 -0.21 0.07
H 0.57803 3.55173 -0.09469 -0.13 0.63 -0.59
H -0.96081 3.17838 0.49871 0.27 -0.05 1.05
C 3.45192 1.08719 -0.21071 -1.69 -1.25 -0.58
C 3.43980 0.10279 0.92238 2.20 0.34 2.36
O 4.45961 0.08299 1.61732 0.13 -0.24 0.39
N 2.46525 -0.79699 1.11864 -1.17 0.10 0.68
C 2.39022 -1.85201 2.17850 1.12 -0.37 -1.98
H 3.56694 0.30514 -0.96120 0.47 0.65 -1.11
H 4.24526 1.83439 -0.19021 -0.11 -0.50 0.25
H 2.47013 1.50443 -0.43449 -0.01 0.20 0.06
H 1.66130 -0.68758 0.51714 -0.36 -0.25 -0.01
H 1.45780 -2.41588 2.15142 -0.65 1.03 0.23
H 2.76519 -1.61542 3.17426 -0.27 0.45 -0.25
H 2.99905 -2.66378 1.78044 0.82 -0.13 0.41
C -1.53233 -5.95142 1.83063 -0.11 0.30 -0.11
C -1.26941 -4.55669 1.31634 3.99 -1.69 -0.08
O -0.15486 -4.29563 0.82404 -0.56 -0.26 -0.51
N -2.15748 -3.65117 1.49178 -3.84 2.41 0.27
C -2.15985 -2.33377 0.85971 0.45 0.76 0.40
H -1.73914 -6.56088 0.95092 -0.26 -0.17 0.15
H -2.36088 -5.94211 2.53882 -0.04 -0.37 -0.09
H -0.62799 -6.35002 2.29040 -0.11 0.17 0.03
H -3.02298 -3.88448 1.95715 0.24 -0.26 -0.09
H -1.46400 -1.67716 1.38198 0.60 -0.17 -0.49
H -3.08355 -1.77594 1.01368 -0.52 -0.73 0.11
H -1.97974 -2.36153 -0.21494 0.38 -0.03 0.20


Record 3
15
Properties=species:S:1:pos:R:3:forces:R:3 method="wB97M-V/def2-TZVPD" lumo_energy_ev="-6.5 / -6.5" homo_ev="-12.1234 / -12.1213" total_charge=+1
C 2.43259 1.01528 0.40131 1.37 1.12 -1.14
C 2.31725 -0.29985 -0.12934 0.18 1.03 2.42
C -1.69642 -0.17851 -0.00494 1.50 -1.67 2.49
C 1.17191 0.12769 0.90890 -2.04 -0.06 -2.03
N 1.07538 1.35385 0.43495 0.76 -0.11 1.49
N 2.73266 -1.19692 -0.79795 2.53 3.35 -1.04
N -1.63211 0.25963 -1.20277 -0.34 1.56 -2.93
N -2.87931 -0.40203 0.51558 -2.63 1.65 -1.74
H 3.21722 1.54732 0.98227 -0.51 -0.28 -0.72
H 0.88074 -0.28238 1.82302 -0.89 -0.62 1.16
H 2.38603 -2.04394 -0.95980 -1.94 -4.38 -0.30
H -0.73747 0.41922 -1.67130 -0.75 -0.03 0.35
H -2.48447 0.51374 -1.74292 0.81 -0.18 0.23
H -3.00621 -0.85256 1.38631 0.02 -0.11 0.72
H -3.77780 0.01949 0.05668 1.93 -1.27 1.06


Record 4
86
Properties=species:S:1:pos:R:3:forces:R:3 method="wB97M-V/def2-TZVPD" lumo_energy_ev="4.0 / 4.0" homo_ev="-0.0288 / -2.8453" total_charge=-2 multiplicity=2
In 0.64284 -0.02861 -0.20479 0.34 -0.12 -0.21
C 2.21532 4.07410 1.58075 -0.01 -0.13 0.10
C 3.30310 3.43107 0.76432 -0.16 -0.21 -0.12
C 4.26837 4.24242 0.17905 -0.01 -0.03 -0.02
C 5.23892 3.72292 -0.66232 -0.01 -0.13 0.00
C 5.22920 2.36309 -0.92853 0.01 0.02 -0.05
C 4.28759 1.50975 -0.35679 0.07 -0.09 0.15
C 4.38631 0.02962 -0.63898 0.02 0.24 0.13
C 3.31597 2.03302 0.52178 0.27 0.25 -0.04
N 2.34459 1.17305 1.06505 -0.51 -0.08 0.14
C 2.23725 1.02340 2.37952 0.50 0.14 -0.06
O 2.98024 1.46543 3.28110 -0.21 0.06 -0.28
C 1.04911 0.19565 2.85906 -0.22 0.04 -0.09
C 0.97073 -0.18193 4.19013 -0.11 -0.05 0.06
C -0.15704 -0.87098 4.61802 0.02 0.05 -0.07
C -1.17275 -1.16262 3.72003 0.01 -0.02 0.11
C -1.02394 -0.76754 2.39953 0.15 0.17 -0.03
N 0.05924 -0.09271 2.01031 0.04 -0.22 0.23
C -2.11455 -1.08519 1.38374 -0.31 -0.48 -0.21
O -3.17834 -1.56396 1.83961 0.23 0.23 -0.17
N -1.76897 -0.86954 0.12633 0.13 0.33 0.28
C -2.65854 -0.94237 -0.95157 -0.16 -0.14 -0.10
C -2.35354 -1.81117 -2.02348 -0.01 -0.09 0.08
C -1.33362 -2.90869 -1.84950 -0.07 0.24 -0.11
C -3.06898 -1.72573 -3.21285 -0.01 0.03 -0.02
C -4.12030 -0.83222 -3.36130 -0.01 0.00 0.07
C -4.48789 -0.05243 -2.27440 0.01 -0.03 0.05
C -3.79241 -0.10593 -1.06802 0.16 -0.02 -0.04
C -4.25999 0.72708 0.09039 0.01 0.03 -0.05
H 2.21883 5.16007 1.44078 0.04 -0.09 0.03
H 2.34251 3.84822 2.64138 0.04 -0.01 0.07
H 1.24498 3.67478 1.27030 0.25 0.11 0.06
H 4.23672 5.31054 0.37381 -0.01 -0.02 0.01
H 5.98259 4.36743 -1.11684 -0.01 0.02 0.00
H 5.97393 1.93818 -1.59811 -0.06 0.02 0.05
H 4.88480 -0.14422 -1.59389 0.03 0.01 0.00
H 3.42049 -0.45692 -0.65591 -0.10 -0.08 -0.02
H 4.95286 -0.47664 0.14938 -0.06 0.03 -0.02
H 1.79131 0.07693 4.84266 0.00 0.01 0.00
H -0.24477 -1.17859 5.65460 0.02 -0.02 -0.02
H -2.07101 -1.69851 3.99581 0.04 0.04 -0.02
H -0.49058 -2.59101 -1.23970 0.05 0.00 -0.04
H -0.96997 -3.26358 -2.81426 0.04 0.02 -0.05
H -1.78849 -3.75615 -1.32837 0.02 0.10 -0.10
H -2.79275 -2.37834 -4.03696 0.01 0.02 0.04
H -4.65667 -0.75706 -4.30195 0.05 0.00 0.05
H -5.33250 0.62928 -2.35648 0.07 -0.06 0.01
H -4.96614 1.49592 -0.24181 0.08 -0.06 0.04
H -3.42055 1.20451 0.59294 0.13 0.11 0.03
H -4.73295 0.09523 0.84292 -0.03 -0.02 0.03
O 3.15519 -3.34951 1.78485 -0.34 0.24 -0.12
C 2.18104 -2.93028 1.14095 0.50 0.02 -0.43
O 2.04058 -1.77605 0.62287 -0.46 -0.35 0.32
C 1.10729 -3.98041 0.85482 -0.20 0.13 0.16
C 1.49251 -5.24723 0.41410 0.01 -0.07 -0.06
C 0.51711 -6.19762 0.17711 0.05 0.09 0.02
C -0.81286 -5.87268 0.42208 0.01 -0.02 0.05
C -1.10110 -4.59701 0.87663 0.15 0.11 0.13
N -0.16594 -3.66300 1.07365 -0.09 -0.04 0.12
H 2.54614 -5.45162 0.27353 -0.05 0.00 0.01
H 0.78462 -7.18245 -0.18868 0.01 0.00 0.00
H -1.60655 -6.59173 0.26065 -0.01 0.02 -0.01
H -2.12631 -4.28816 1.07601 0.09 0.00 0.01
Cl 2.35080 -2.51494 -2.62010 0.05 -0.10 0.01
C 1.34474 -1.35189 -3.45680 -0.19 0.17 0.08
C 0.92668 -0.22712 -2.77232 -0.12 0.28 -0.10
C 0.17101 0.69280 -3.48509 0.25 -0.53 -0.12
Cl -0.39434 2.14085 -2.68324 0.01 0.13 0.12
C -0.15438 0.51350 -4.82719 -0.04 0.03 0.12
Cl -1.04628 1.72154 -5.70306 -0.02 -0.03 -0.05
C 0.24187 -0.65634 -5.47422 0.05 0.03 0.05
Cl -0.18998 -0.92603 -7.13135 -0.02 -0.01 0.02
C 0.99461 -1.60153 -4.78045 -0.02 -0.06 0.00
Cl 1.47073 -3.07526 -5.57654 0.00 0.05 -0.02
O -0.27637 2.64620 0.53520 -0.39 -0.09 -0.09
N -1.21703 3.13734 1.23606 0.12 0.04 0.00
C -2.22847 3.81844 0.64172 -0.21 0.09 -0.12
C -3.23193 4.39834 1.38442 -0.11 -0.05 -0.09
C -3.24113 4.28470 2.76484 0.04 -0.02 0.08
C -2.20378 3.58195 3.35887 -0.01 0.03 0.02
C -1.20343 3.02730 2.59123 0.01 -0.09 0.14
H -2.17203 3.84391 -0.43646 0.05 -0.03 0.03
H -4.02588 4.91945 0.86426 0.07 -0.01 -0.02
H -4.03103 4.72395 3.35939 0.02 -0.02 -0.03
H -2.15431 3.45917 4.43327 0.03 -0.02 -0.05
H -0.36239 2.48237 2.99248 0.02 -0.03 -0.06


Computed energy relative to the best compared isomer or geometry (same formula, charge and spin) (eV) in order:
0.690; 0.412; 6.924; 0.294